No. 1
The following is a quantum chemistry calculation of one molecule with the formula C3H5F in a non-equilibrium geometry, from OMol25.

```
9
Properties=species:S:1:pos:R:3:forces:R:3:nbo_charge:R:1
C 1.0889 -0.3770 -0.7130 -1.4390 3.7963 1.9970 -0.637
H -1.9510 -0.8171 0.4182 -1.6707 -1.9773 -0.3223 0.166
C -1.3378 -0.0440 0.6765 4.3545 1.5791 -1.5140 0.200
H 1.4762 0.6543 -1.1690 -0.0407 -2.6073 0.9674 0.222
H 0.6041 -0.8662 -1.5107 -0.0017 -1.2284 -0.8397 0.214
F -1.7980 0.8589 1.5101 -1.8121 0.7998 1.3622 -0.330
H 1.8234 -0.9566 -0.0552 -1.0571 0.9170 -1.2933 0.235
H 0.2165 1.2707 0.6392 -0.3832 -1.3348 -0.4949 0.196
C -0.1224 0.2768 0.2038 2.0501 0.0555 0.1375 -0.265
```
Positions in Å, forces in eV/Å.

The molecular weight comes out at 60.1 g/mol. The spin multiplicity is 1. Its HOMO-LUMO gap is 0.3863 Ha. The value obtained for the energy relative to the best compared isomer or geometry (same formula, charge and spin) is 1.0997 eV. As for the maximum force: 4.873 eV/A. Its SMILES is C/C=C/F. The value obtained for the calculated total energy is -5907.5310 eV.

=====

No. 2
The following is a quantum chemistry calculation of an isolated ion of composition C3H5F2N4O2 and charge +1 in a non-equilibrium geometry, from OMol25.

```
16
Properties=species:S:1:pos:R:3:forces:R:3:nbo_charge:R:1
C -1.1422 1.0632 0.4953 -2.0094 0.5551 0.4819 0.772
C 1.1190 0.2241 0.2658 0.4934 -0.1656 -0.0003 0.657
H 0.6087 2.0390 0.5248 -0.1310 0.3509 0.5382 0.458
C -2.0989 -0.7313 -0.6573 -1.9939 0.9801 -1.0725 0.930
F -1.3010 -1.7522 -0.9813 0.4199 -0.3027 0.8135 -0.321
N 0.2871 1.1194 0.8279 -0.2984 -0.3889 -1.3419 -0.593
N 1.0890 -1.0504 0.4442 -0.1108 -0.6870 0.2790 -0.657
F 3.2728 0.0530 -0.3964 0.0456 -0.3692 -0.3671 -0.190
H 1.7979 0.6261 -1.5429 0.3544 0.2725 -0.2528 0.401
H 0.4878 -1.5190 1.1008 -0.0070 0.0408 0.2343 0.436
H 1.6676 -1.6536 -0.1227 0.2391 -0.0198 -0.0221 0.455
O -2.8866 -0.3171 -1.4283 0.4441 -0.1700 0.2326 -0.438
O -1.6647 2.0604 0.1413 0.5114 0.1965 -0.1808 -0.417
H -1.4322 -0.7785 1.2728 -0.3481 -0.1836 0.0211 0.378
N 2.1065 0.7658 -0.5775 -0.2865 0.4587 0.5558 -0.213
N -1.9107 -0.1488 0.6334 2.6772 -0.5678 0.0812 -0.656
```
Positions in Å, forces in eV/Å.

The molecular weight comes out at 167.1 g/mol. The net charge is +1. The spin multiplicity is 1. Its HOMO-LUMO gap is 0.3813 Ha. As for the maximum force: 2.738 eV/A. Its SMILES is N/C(NF)=[NH+]\C(=O)NC(=O)F. The value obtained for the calculated total energy is -18672.8662 eV.

=====

No. 3
The following is a quantum chemistry calculation of a 2-piece molecular cluster, C3H5F2NO overall in a non-equilibrium geometry, from OMol25.

```
12
Properties=species:S:1:pos:R:3:forces:R:3:nbo_charge:R:1
F 2.7451 0.5169 -1.0956 0.5299 -1.6405 -0.3491 -0.305
C -1.1704 1.2703 0.9628 -0.0399 -0.4259 -1.2966 -0.760
F 2.5429 -0.7794 0.6464 0.5110 -0.2172 -1.6776 -0.332
H -1.8192 1.9807 0.3802 0.9114 -0.0565 0.7233 0.251
N -0.6812 -1.8533 -1.1722 -0.5093 1.7172 -0.0613 -0.477
H -1.7623 0.9350 1.8193 0.4578 -0.1949 0.1947 0.208
O -1.0799 -0.9303 -0.0339 -0.2229 -0.4005 0.5985 -0.380
C -0.8232 0.3127 -0.1500 0.9014 -0.1583 -1.3366 0.197
H 0.0840 -2.3556 -0.7470 0.3614 -0.0872 0.1377 0.341
H -0.1313 1.6876 1.1551 -1.5234 -0.0236 0.1572 0.268
C 2.3861 0.4132 0.1259 -1.1141 1.8974 2.0222 0.637
H -0.2907 -1.1977 -1.8910 -0.2633 -0.4099 0.8877 0.352
```
Positions in Å, forces in eV/Å.

The molecular weight comes out at 109.1 g/mol. The spin multiplicity is 1. Its HOMO-LUMO gap is 0.3081 Ha. The value obtained for the energy relative to the best compared isomer or geometry (same formula, charge and spin) is 7.1900 eV. As for the maximum force: 2.988 eV/A. The value obtained for the calculated total energy is -12157.6956 eV.

=====

No. 4
The following is a quantum chemistry calculation of a 2-piece molecular cluster, C3H5F2NS overall in a non-equilibrium geometry, from OMol25.

```
12
Properties=species:S:1:pos:R:3:forces:R:3:lowdin_spin:R:1
C 0.3021 -1.5676 -1.4687 -2.6837 -1.5225 -1.5994 0.481
H 2.0687 -2.1913 1.4835 -0.0874 0.2278 0.0797 0.004
F 2.3403 -0.8994 2.9802 0.3863 0.1690 0.5328 0.001
H 1.6169 -0.4400 1.1793 0.0349 -0.2346 0.1250 0.003
C -1.1047 0.4813 -1.0321 -0.8367 -0.5358 -0.5333 0.094
F 0.3703 -1.5244 2.2897 -0.6134 -0.1411 0.1451 0.002
S 1.0815 -2.8805 -1.7826 2.1002 -2.3537 -0.2993 0.866
H -2.0507 0.1449 -1.4603 -0.4147 0.0536 -0.1211 0.022
H -1.2533 0.7190 0.0226 0.1101 0.0438 -0.0587 0.015
N -0.1086 -0.5021 -1.1397 1.6896 4.3596 2.5464 0.493
C 1.6347 -1.2708 1.8993 0.2733 -0.0130 -0.9485 0.004
H -0.7705 1.3792 -1.5566 0.0414 -0.0531 0.1314 0.016
```
Positions in Å, forces in eV/Å.

The molecular weight comes out at 125.1 g/mol. The spin multiplicity is 3. Its HOMO-LUMO gap (alpha / beta) is 0.2138 / 0.2311 Ha. The value obtained for the energy relative to the best compared isomer or geometry (same formula, charge and spin) is 1.3858 eV. As for the maximum force: 5.324 eV/A. The value obtained for the calculated total energy is -20947.2083 eV.

=====

Among the records above, which one has the highest molecular weight?
C3H5F2N4O2

=====

calculated total energy of number 4 (C3H5F2NS)?
-20947.2083 eV